Record 1
H10O4 | the ωB97M-V functional and the def2-TZVPD basis

For the energy above the lowest of the compared OMol25 structures with the same formula, charge and spin, the calculation gives 0.0 kcal/mol. The HOMO energy comes out at -0.744 Ha. Its net charge is +2. The calculated total energy comes out at -8332.2545 eV.

Atoms and positions in Å:
O  -1.747198  -1.383902  -0.081950
H  -1.499560  -2.199176  0.401608
H  -1.086518  -0.592376  0.079947
H  -1.714215  -1.561790  -1.043800
O  0.194303  1.357819  -1.988150
H  0.017103  1.289302  -0.961809
H  1.167495  1.378971  -2.124713
H  -0.124224  0.566306  -2.457550
O  1.506290  -0.205335  1.970277
H  1.334185  -1.165847  2.053951
H  0.723415  0.176602  1.366275
H  2.291570  -0.101870  1.389513
O  -0.453224  0.768250  0.551610
H  -0.609421  1.673048  0.844791

Forces on atoms 1 to 2 (eV/Å):
0.73 -0.02 -0.65
-0.25 0.04 -0.01

---

Record 2
H10O5 | the ωB97M-V functional and the def2-TZVPD basis

For the energy above the lowest of the compared OMol25 structures with the same formula, charge and spin, the calculation gives 15.2 kcal/mol. Its spin multiplicity is 2. The HOMO energy (spin up / spin down) comes out at 0.023 / -0.266 Ha. Its net charge is -1. The calculated total energy comes out at -10399.0485 eV.

Atoms and positions in Å:
O  5.362470  12.446730  19.768490
H  5.068660  12.472560  18.857860
H  4.820830  11.771070  20.176340
O  4.789430  15.303800  16.278290
H  4.748120  16.260080  16.271260
H  3.957380  15.024830  15.896070
O  6.638790  13.420230  16.554760
H  6.084740  14.197020  16.478140
H  6.519680  12.957730  15.725230
O  7.790310  10.957810  14.829330
H  7.105150  11.168240  14.194900
H  8.582510  10.855430  14.301900
O  9.115570  14.434260  17.063550
H  9.031560  14.641000  16.132720
H  8.362210  13.875410  17.254220

Forces on atoms 1 to 2 (eV/Å):
0.11 -0.01 0.39
0.09 0.20 -0.53

---

Record 3
H10O5 | the ωB97M-V functional and the def2-TZVPD basis

For the energy above the lowest of the compared OMol25 structures with the same formula, charge and spin, the calculation gives 40.2 kcal/mol. Its SMILES is O.O.O.O.O. The HOMO energy comes out at -0.392 Ha. The calculated total energy comes out at -10399.1056 eV.

Atoms and positions in Å:
O  1.434235  -4.042210  -2.000668
H  1.865119  -3.697113  -2.776456
H  0.676145  -4.558459  -2.521019
O  -10.397868  11.875296  -2.648713
H  -10.413588  12.628740  -3.259290
H  -11.337426  11.850804  -2.298010
O  0.421090  -2.973213  0.477778
H  -0.275227  -2.496794  0.827146
H  0.311560  -3.132086  -0.406694
O  3.357726  -3.179436  0.300876
H  2.792899  -3.560613  0.976354
H  3.012578  -3.677508  -0.487565
O  5.519116  -1.574780  4.113549
H  5.420840  -1.988071  3.242565
H  5.272717  -2.214152  4.760389

Forces on atoms 1 to 2 (eV/Å):
-3.02 -2.02 -1.89
0.77 0.65 -0.31

---

Record 4
H10O5 | the ωB97M-V functional and the def2-TZVPD basis

For the energy above the lowest of the compared OMol25 structures with the same formula, charge and spin, the calculation gives 47.0 kcal/mol. Its SMILES is O.O.O.O.O. The HOMO energy comes out at -0.411 Ha. The calculated total energy comes out at -10398.8115 eV.

Atoms and positions in Å:
O  -0.667742  1.291940  -0.251467
H  -0.118467  0.805568  -0.890679
H  -0.329953  1.109097  0.582428
O  -2.298781  -0.034613  4.135486
H  -2.207724  -0.176846  3.110157
H  -2.665518  -0.931450  4.306990
O  2.132436  -3.379340  0.371773
H  2.141732  -2.470646  0.505709
H  3.046534  -3.687865  0.306939
O  0.467627  -0.031017  -5.569593
H  0.352954  -0.665917  -6.278523
H  -0.487965  -0.168699  -5.237573
O  0.578107  2.578152  1.681305
H  -0.278226  2.555401  2.170479
H  0.334987  3.206238  1.056567

Forces on atoms 1 to 2 (eV/Å):
-1.10 -0.05 -3.21
-0.35 0.29 0.46

---

Record 5
H10O5 | the ωB97M-V functional and the def2-TZVPD basis

For the energy above the lowest of the compared OMol25 structures with the same formula, charge and spin, the calculation gives 42.6 kcal/mol. Its SMILES is O.O.O.O.O. The HOMO energy comes out at -0.422 Ha. The calculated total energy comes out at -10399.0014 eV.

Atoms and positions in Å:
O  -0.477895  -0.247365  0.239705
H  -1.198675  0.001621  -0.349763
H  -0.246895  -1.141301  -0.036894
O  1.730226  -1.029973  -0.086845
H  1.252577  -0.458046  0.524498
H  1.786578  -1.873303  0.376412
O  3.722098  0.445107  1.465943
H  2.812189  0.683214  1.255326
H  4.013639  1.140729  2.066029
O  -4.625115  1.637373  1.263369
H  -5.425489  1.704282  0.730533
H  -4.093986  0.975345  0.806630
O  -0.196806  -0.733779  -2.957583
H  0.511203  -1.264987  -2.576100
H  -0.631212  -0.338461  -2.193382

Forces on atoms 1 to 2 (eV/Å):
-1.63 0.26 -0.05
-0.11 0.23 0.40

---

Record 6
H10O5 | the ωB97M-V functional and the def2-TZVPD basis

For the energy above the lowest of the compared OMol25 structures with the same formula, charge and spin, the calculation gives 30.1 kcal/mol. Its SMILES is O.O.O.O.O. The HOMO energy comes out at -0.382 Ha. The calculated total energy comes out at -10399.5441 eV.

Atoms and positions in Å:
O  1.824733  -0.445000  0.150467
H  2.635733  -0.582000  0.624467
H  1.650733  -1.301000  -0.211533
O  -2.651267  -0.987000  1.293467
H  -2.182267  -1.861000  1.260467
H  -1.962267  -0.355000  1.218467
O  1.637733  0.678000  -2.377533
H  2.578733  0.346000  -2.508533
H  1.482733  0.586000  -1.423533
O  -0.374267  0.500000  1.275467
H  -0.259267  1.039000  2.058467
H  0.472733  0.292000  0.920467
O  -1.451267  0.644000  -1.079533
H  -2.387267  0.530000  -0.914533
H  -1.015267  0.916000  -0.286533

Forces on atoms 1 to 2 (eV/Å):
0.14 0.39 0.26
0.72 0.21 0.50

---

Record 7
H10O5 | the ωB97M-V functional and the def2-TZVPD basis

For the energy above the lowest of the compared OMol25 structures with the same formula, charge and spin, the calculation gives 4.8 kcal/mol. Its SMILES is O.O.O.O.O. The HOMO energy comes out at -0.417 Ha. The calculated total energy comes out at -10400.6396 eV.

Atoms and positions in Å:
O  -1.490200  1.271243  -1.161807
H  -2.102719  1.980181  -1.096247
H  -0.620215  1.612780  -0.875843
O  0.895114  2.164877  -0.488464
H  1.303189  2.166837  -1.365057
H  1.284687  1.437003  0.008681
O  1.963421  -0.091410  0.402957
H  2.774598  -0.055639  0.876142
H  1.422290  -0.871672  0.700158
O  0.330820  -2.032917  1.322869
H  0.747567  -2.869740  1.097282
H  -0.419908  -1.857872  0.702803
O  -1.790942  -1.223449  -0.131966
H  -2.474981  -1.292811  0.486358
H  -1.822720  -0.337410  -0.477866

Forces on atoms 1 to 2 (eV/Å):
0.14 -1.16 -0.27
-0.73 0.92 0.09

---

Record 8
H10O5 | the ωB97M-V functional and the def2-TZVPD basis

For the energy above the lowest of the compared OMol25 structures with the same formula, charge and spin, the calculation gives 18.2 kcal/mol. Its SMILES is O.O.O.O.O. The HOMO energy comes out at -0.382 Ha. The calculated total energy comes out at -10400.0611 eV.

Atoms and positions in Å:
O  2.255924  -2.009465  -0.049395
H  1.529071  -2.630677  -0.135365
H  1.837566  -1.137654  -0.081320
O  0.314222  0.442394  2.950311
H  0.252767  0.421148  1.976989
H  -0.586228  0.319088  3.260714
O  0.209325  0.241733  0.128835
H  0.116153  0.972776  -0.495234
H  -0.380502  -0.456005  -0.205443
O  -0.234301  3.013531  -1.015351
H  0.331611  3.790020  -0.971436
H  -1.047715  3.317820  -1.428551
O  -1.344673  -1.781418  -1.176494
H  -1.819241  -1.863732  -2.009005
H  -1.433979  -2.639559  -0.749254

Forces on atoms 1 to 2 (eV/Å):
0.07 0.04 -0.08
-0.01 0.00 -0.01

---

Record 9
H10O5 | the ωB97M-V functional and the def2-TZVPD basis

For the energy above the lowest of the compared OMol25 structures with the same formula, charge and spin, the calculation gives 20.6 kcal/mol. Its SMILES is O.O.O.O.O. The HOMO energy comes out at -0.412 Ha. The calculated total energy comes out at -10399.9567 eV.

Atoms and positions in Å:
O  1.500577  0.948352  0.064957
H  1.429072  0.256808  0.681849
H  2.106535  1.639660  0.443387
O  0.752600  -0.714299  2.562553
H  0.779693  -1.445604  1.911744
H  -0.185735  -0.616227  2.575207
O  -0.331730  -1.983900  0.423362
H  -0.582946  -2.858143  0.252220
H  -0.430551  -1.420686  -0.425391
O  -0.730461  -0.368836  -1.915982
H  -1.379130  0.153207  -1.363760
H  -0.037100  0.262567  -1.990246
O  -1.142153  2.025819  -1.182642
H  -1.707965  2.797332  -1.053103
H  -0.382536  1.973991  -0.649889

Forces on atoms 1 to 2 (eV/Å):
0.81 2.84 -1.37
-0.14 -1.35 1.78

---

Record 10
H10O5 | the ωB97M-V functional and the def2-TZVPD basis

For the energy above the lowest of the compared OMol25 structures with the same formula, charge and spin, the calculation gives 63.9 kcal/mol. Its SMILES is O.O.O.O.O. The HOMO energy comes out at -0.401 Ha. The calculated total energy comes out at -10398.0771 eV.

Atoms and positions in Å:
O  -3.232867  -0.235133  -0.060467
H  -3.155867  -0.496133  -1.016467
H  -3.679867  -0.835133  0.393533
O  1.623133  -1.986133  -0.158467
H  2.474133  -1.780133  -0.444467
H  1.923133  -1.658133  0.614533
O  -0.016867  -0.098133  -1.247467
H  -0.747867  -0.199133  -0.672467
H  0.457133  -1.015133  -1.086467
O  0.421133  0.716867  1.788533
H  -0.575867  0.555867  2.137533
H  0.527133  1.587867  1.287533
O  1.293133  2.071867  -0.634467
H  1.880133  2.023867  0.006533
H  0.810133  1.346867  -0.907467

Forces on atoms 1 to 2 (eV/Å):
3.59 4.15 -4.45
-0.37 0.18 1.64

---

Record 11
H10O5 | the ωB97M-V functional and the def2-TZVPD basis

For the energy above the lowest of the compared OMol25 structures with the same formula, charge and spin, the calculation gives 33.4 kcal/mol. Its spin multiplicity is 2. The HOMO energy (spin up / spin down) comes out at -0.538 / -0.538 Ha. Its net charge is +1. The calculated total energy comes out at -10388.3735 eV.

Atoms and positions in Å:
O  -0.580501  0.071129  -0.827918
H  -1.495661  -0.190041  -0.930398
H  -0.530381  0.426959  0.059272
O  0.265339  0.948819  1.695502
H  -0.490861  1.289879  2.173072
H  1.020779  1.219739  2.217192
O  2.621999  1.161989  -0.373598
H  1.721379  1.482769  -0.326378
H  2.545129  0.214079  -0.265018
O  -3.195801  -1.301631  1.424502
H  -3.920431  -1.568101  1.990302
H  -3.619451  -0.952321  0.640452
O  1.958219  -0.988991  -2.872308
H  1.444309  -0.289991  -2.467938
H  2.255939  -1.524281  -2.136738

Forces on atoms 1 to 2 (eV/Å):
0.58 -0.22 -0.65
-0.39 -0.17 -0.28

---

Record 12
H10O7V | the ωB97M-V functional and the def2-TZVPD basis

For the energy above the lowest of the compared OMol25 structures with the same formula, charge and spin, the calculation gives 8.8 kcal/mol. The HOMO energy comes out at -0.490 Ha. Its net charge is +1. The calculated total energy comes out at -40177.0708 eV.

Atoms and positions in Å:
O  0.370590  -1.128378  -0.433449
V  0.204465  0.422406  -0.275723
O  0.551025  1.017776  -1.702945
O  -2.107264  0.156595  -0.918084
H  -2.514162  -0.457856  -1.542493
H  -2.810834  0.749580  -0.628404
O  0.626680  -3.830354  -1.578520
H  -0.244417  -4.234931  -1.516101
H  0.501008  -2.900264  -1.348524
O  -0.005700  0.113372  2.034736
H  0.488321  0.445126  2.795798
H  -0.394412  -0.728352  2.316342
O  2.221942  0.823346  0.370577
H  2.758493  1.436174  0.887119
H  2.829409  0.159165  0.008092
O  -0.594066  2.368431  0.384744
H  -1.035510  2.420355  1.246971
H  -0.845573  3.167817  -0.100142

Forces on atoms 1 to 2 (eV/Å):
-0.09 -0.07 0.23
0.28 0.73 -2.31